1.
{"formula": "C42H41Cl2N4O4STeTi", "method": "ωB97M-V with the def2-TZVPD basis set", "total_charge": 3, "relative_energy_kj_mol": 159.1, "total_energy_ha": -4580.2719, "e_homo_ev": -14.879, "gap_ev": 6.668, "symbols": ["Ti", "C", "C", "C", "C", "C", "N", "C", "C", "C", "N", "C", "C", "C", "C", "C", "C", "C", "C", "N", "C", "C", "C", "N", "C", "C", "C", "C", "O", "C", "O", "H", "H", "H", "H", "H", "H", "H", "H", "H", "H", "H", "H", "H", "H", "H", "H", "H", "H", "H", "H", "H", "H", "H", "H", "H", "H", "H", "H", "Cl", "C", "C", "C", "C", "C", "Cl", "C", "S", "H", "H", "H", "Te", "C", "C", "C", "C", "C", "C", "C", "C", "C", "C", "C", "C", "H", "H", "H", "H", "H", "H", "H", "H", "H", "H", "O", "O"], "xyz": [[-1.355255, 0.435640, -0.255778], [-2.457461, 6.716271, 3.111700], [-2.320242, 5.293804, 2.651295], [-2.825226, 4.231686, 3.369610], [-2.678903, 2.885890, 2.961026], [-3.291397, 1.950922, 3.866162], [-2.992551, 0.731463, 4.186719], [-1.821826, -0.071253, 3.807161], [-0.509503, 0.574742, 4.280786], [0.632539, 0.220186, 3.330903], [1.681090, 1.245249, 3.366639], [2.633224, 1.451542, 2.503507], [2.798282, 0.946760, 1.178765], [4.139007, 0.792091, 0.757443], [4.486769, 0.273268, -0.470347], [5.921076, 0.101298, -0.889993], [3.432844, -0.028228, -1.335849], [2.096282, 0.165754, -1.007680], [1.121507, -0.035515, -2.055118], [-0.157644, 0.046076, -1.990306], [-0.875336, 0.157349, -3.267373], [-1.326204, 1.621568, -3.484982], [-0.686389, 2.627574, -2.537345], [-1.087118, 2.459004, -1.122024], [-1.190498, 3.534268, -0.447004], [-1.630335, 3.684323, 0.936645], [-1.738685, 4.983116, 1.422128], [-2.076417, 2.598778, 1.714477], [-2.032925, 1.373271, 1.241821], [1.729044, 0.688564, 0.265300], [0.514378, 0.983749, 0.548236], [-2.748228, 6.768279, 4.158734], [-3.216892, 7.236770, 2.526531], [-1.519746, 7.257403, 2.990437], [-3.343504, 4.429178, 4.301978], [-4.128275, 2.348033, 4.434062], [-3.601487, 0.312058, 4.878937], [-1.820566, -0.200356, 2.730771], [-1.972132, -1.045911, 4.265664], [-0.286646, 0.261220, 5.301140], [-0.633997, 1.660227, 4.295872], [0.268052, 0.144092, 2.313709], [1.103361, -0.729049, 3.599029], [1.773472, 1.743682, 4.243946], [3.435318, 2.080617, 2.880779], [4.927301, 1.067504, 1.451200], [6.562440, -0.106738, -0.035280], [6.294886, 1.005973, -1.371828], [6.027956, -0.717706, -1.599963], [3.665793, -0.405664, -2.327187], [1.556211, -0.225498, -3.040119], [-1.738550, -0.502878, -3.253063], [-0.218527, -0.168667, -4.076949], [-2.410241, 1.703079, -3.421295], [-1.049314, 1.926779, -4.495006], [-0.964673, 3.629908, -2.865162], [0.403927, 2.561526, -2.585623], [-0.997410, 4.482187, -0.952434], [-1.394747, 5.797164, 0.791885], [-3.305564, -2.581154, -1.276143], [-4.139662, -1.672499, -2.499929], [-4.748045, -2.360942, -3.531305], [-5.432052, -1.648891, -4.502978], [-5.498378, -0.268938, -4.439319], [-4.884315, 0.407269, -3.395957], [-4.987731, 2.129115, -3.373799], [-4.185376, -0.275819, -2.390852], [-3.548788, 0.667642, -1.034244], [-4.701501, -3.440495, -3.561146], [-5.923229, -2.174570, -5.309962], [-6.030194, 0.294129, -5.193222], [0.248510, -3.568764, -0.145011], [1.403368, -3.301566, -1.854539], [0.710648, -3.078712, -3.045974], [1.432793, -2.883654, -4.213126], [2.822238, -2.915101, -4.183375], [3.499644, -3.145572, -2.992171], [2.793865, -3.343680, -1.814485], [1.705799, -4.266688, 1.147556], [1.658758, -5.615874, 1.483319], [2.650399, -6.131616, 2.306795], [3.651706, -5.300995, 2.787624], [3.678137, -3.950687, 2.453143], [2.703958, -3.418783, 1.623767], [-0.371992, -3.068402, -3.069129], [0.913482, -2.733547, -5.150442], [3.381595, -2.780674, -5.099957], [4.580555, -3.194167, -2.982567], [3.323206, -3.550503, -0.894206], [0.871205, -6.265901, 1.119557], [2.634649, -7.179044, 2.574657], [4.420262, -5.707416, 3.431251], [4.467147, -3.316273, 2.834502], [2.722862, -2.369298, 1.350886], [-0.984430, -1.224966, 0.570146], [0.360561, -1.715386, 0.493352]], "forces_ev_per_angstrom": [[0.267, 1.152, 0.295], [-0.008, 0.004, 0.003], [0.010, -0.040, -0.033], [0.009, -0.029, 0.010], [-0.077, 0.088, 0.046], [0.018, -0.027, 0.015], [0.043, 0.036, 0.015], [0.015, -0.043, 0.046], [-0.054, 0.038, -0.053], [-0.004, -0.049, 0.015], [0.061, -0.011, 0.025], [-0.068, 0.020, -0.005], [-0.020, -0.011, -0.016], [-0.008, -0.031, 0.027], [-0.013, -0.014, -0.018], [-0.010, 0.020, 0.012], [0.033, 0.068, 0.012], [-0.057, 0.031, 0.008], [0.135, 0.022, -0.073], [-0.090, 0.067, 0.245], [-0.036, 0.033, -0.035], [0.010, -0.007, -0.036], [-0.022, -0.025, -0.052], [0.042, -0.093, 0.029], [-0.120, 0.076, 0.037], [0.022, -0.055, -0.088], [-0.020, 0.040, 0.043], [-0.038, -0.062, -0.087], [0.182, -0.096, -0.007], [-0.018, -0.103, -0.046], [-0.206, -0.034, -0.138], [0.001, 0.005, 0.000], [0.005, 0.003, -0.001], [-0.001, 0.006, 0.009], [-0.001, 0.015, -0.004], [-0.003, 0.004, -0.008], [-0.014, -0.026, -0.025], [-0.043, 0.008, -0.033], [0.034, -0.013, -0.018], [0.000, 0.066, 0.025], [0.001, 0.001, -0.085], [0.024, 0.035, -0.027], [-0.033, -0.010, 0.010], [0.046, -0.043, 0.026], [0.002, 0.007, 0.001], [0.004, 0.010, -0.003], [0.005, 0.002, -0.003], [0.005, -0.007, -0.008], [0.005, -0.006, -0.002], [-0.007, 0.035, 0.024], [-0.010, 0.031, 0.019], [-0.091, -0.077, 0.016], [0.029, 0.011, 0.016], [0.090, -0.011, 0.034], [-0.029, -0.017, -0.013], [0.030, 0.008, 0.009], [0.004, -0.006, 0.033], [0.028, -0.003, -0.003], [0.004, -0.005, -0.003], [0.156, -0.115, 0.024], [0.077, 0.241, 0.166], [0.012, -0.017, 0.028], [-0.024, 0.000, -0.023], [-0.010, 0.059, -0.018], [0.044, -0.167, -0.087], [-0.128, 0.138, -0.015], [0.025, 0.080, -0.078], [0.157, -0.642, 0.096], [0.014, 0.009, 0.013], [0.004, 0.000, -0.005], [-0.003, 0.010, 0.007], [-0.050, 0.113, -0.051], [-0.055, 0.013, 0.010], [0.091, -0.086, 0.037], [-0.036, -0.023, -0.021], [0.018, -0.002, -0.010], [0.000, -0.043, 0.027], [-0.030, -0.065, -0.065], [0.038, -0.029, 0.019], [0.011, 0.020, 0.010], [-0.005, 0.006, 0.005], [0.011, -0.017, 0.013], [-0.021, 0.023, -0.018], [0.013, -0.013, 0.002], [-0.079, -0.009, -0.003], [-0.007, 0.002, -0.003], [-0.005, -0.006, -0.007], [0.007, -0.006, -0.009], [0.006, 0.001, 0.005], [0.001, -0.001, -0.001], [-0.002, 0.000, 0.001], [0.000, -0.003, -0.002], [-0.002, 0.002, 0.002], [0.001, 0.002, 0.007], [-0.164, -0.280, -0.327], [-0.135, -0.190, 0.092]]}

2.
{"formula": "C2H3NO3", "method": "ωB97M-V with the def2-TZVPD basis set", "relative_energy_kj_mol": 296.9, "total_energy_ha": -358.4166, "e_homo_ev": -9.153, "smiles": "O=C=O.CN=O", "gap_ev": 9.248, "symbols": ["O", "C", "O", "C", "N", "O", "H", "H", "H"], "xyz": [[-1.657951, -2.409848, 0.908920], [-1.091328, -2.080664, -0.029402], [-0.547646, -1.687079, -0.962595], [1.041805, 0.978138, -0.071473], [-0.319120, 0.838942, 0.476750], [-1.243014, 1.475128, 0.001758], [1.572224, 1.110258, 0.856330], [1.238176, 0.047041, -0.398283], [1.006853, 1.728084, -0.782004]], "forces_ev_per_angstrom": [[-0.593, -0.702, 1.088], [-0.182, 0.536, 0.060], [0.738, 0.101, -1.146], [-2.544, 1.791, 2.473], [-2.127, -0.166, 0.295], [2.195, -0.571, 0.196], [0.816, 0.556, 0.012], [0.967, -3.149, -1.493], [0.731, 1.604, -1.486]]}